Molecular formula: C20H33F3N4O4
Method: DFT, ωB97M-V with the def2-TZVPD basis set

Properties
Kohn-Sham gap: 0.16781 Eh
LUMO: -0.049 Eh
electronic energy: -1601.11523 Eh

Positions of all 64 atoms, in Å:
C1 4.14516 -1.42615 -0.10037
C2 3.98935 -2.55459 -1.26899
O1 4.73824 -2.08328 -2.42139
C3 3.89182 -1.56239 -3.43794
O2 3.02872 -2.32958 -3.95186
C4 3.97359 -0.07988 -4.03753
C5 4.20280 1.06988 -2.92400
C6 3.07392 2.24188 -3.00252
N1 1.73383 1.79847 -2.50915
C7 1.55172 2.03342 -1.06707
N2 2.57098 2.61557 -0.19240
N3 0.36661 1.68117 -0.55382
C8 0.02795 1.81421 0.92312
N4 0.95342 1.05624 1.82284
C9 -0.73754 1.11815 -1.41825
C10 -0.57491 -0.45452 -1.72912
C11 -1.99066 -1.17349 -1.43455
C12 -1.95655 -2.29910 -0.36628
C13 -3.23663 -3.08768 0.03414
C14 -4.57145 -2.68861 -0.64017
C15 -4.63068 -1.53953 -1.69008
C16 -3.32534 -0.78015 -2.10564
H1 3.41306 -0.57472 -0.37590
H2 5.21431 -1.03859 -0.18419
H3 3.93021 -1.85705 0.93407
H4 2.88906 -2.77459 -1.46827
H5 4.44279 -3.52752 -0.83930
H6 4.86457 -0.05097 -4.76919
H7 3.04117 0.12678 -4.66089
H8 5.20812 1.57050 -3.19542
H9 4.33642 0.65086 -1.87127
H10 3.46088 3.21067 -2.54269
H11 2.96006 2.45900 -4.13437
H12 1.73734 0.76032 -2.62560
H13 3.49978 2.19768 -0.32886
H14 2.57799 3.64165 -0.26081
H15 -0.07228 2.92818 1.20828
H16 -1.02349 1.36449 1.10083
H17 1.46550 0.39893 1.19959
H18 1.68981 1.73155 2.11709
H19 -1.76992 1.27590 -0.92246
H20 -0.80566 1.70172 -2.41505
H21 -0.35354 -0.56222 -2.85935
H22 0.26994 -0.94314 -1.12941
H23 -0.95951 -2.56702 0.13813
H24 -3.16794 -3.93358 0.80567
H25 -5.51597 -3.24554 -0.32031
H26 -5.64800 -1.25866 -2.14779
H27 -3.38120 0.06255 -2.88100
C17 -4.29982 -0.26660 5.61632
C18 -3.67979 1.11498 5.50916
O3 -2.43671 1.13393 4.82877
C19 -2.42557 1.08987 3.37386
O4 -3.21608 2.00870 2.85876
C20 -2.68325 -0.34870 2.78984
F1 -2.10702 -1.30898 3.56633
F2 -2.11263 -0.48349 1.56331
F3 -3.97766 -0.69984 2.65331
H28 -3.54314 -1.02459 5.83304
H29 -5.05802 -0.28464 6.40516
H30 -4.80208 -0.54812 4.69157
H31 -3.45513 1.45254 6.52689
H32 -4.38902 1.84282 5.10383
H33 -1.34190 1.20493 3.17933